{"formula": "C30H49Cl6N2O2", "method": "ωB97M-V/def2-TZVPD", "symbols": ["C", "C", "C", "C", "C", "C", "C", "C", "C", "N", "C", "C", "C", "C", "C", "C", "C", "O", "C", "C", "C", "C", "N", "O", "C", "C", "C", "C", "H", "H", "H", "H", "H", "H", "H", "H", "H", "H", "H", "H", "H", "H", "H", "H", "H", "H", "H", "H", "H", "H", "H", "H", "H", "H", "H", "H", "H", "H", "H", "H", "H", "H", "H", "H", "H", "Cl", "C", "C", "Cl", "H", "H", "H", "H", "Cl", "C", "C", "Cl", "H", "H", "H", "H", "Cl", "C", "C", "Cl", "H", "H", "H", "H"], "xyz": [[-3.003, -3.244, 3.020], [-3.867, -2.469, 2.377], [-4.744, -1.169, 1.925], [-4.107, -0.391, 0.660], [-3.622, 1.120, 0.956], [-2.121, 1.213, 1.598], [-1.040, 0.307, 0.799], [-0.984, 0.613, -0.806], [-0.025, -0.533, -1.496], [1.158, 0.057, -2.219], [1.824, -1.079, -2.976], [3.276, -1.469, -2.391], [4.003, -0.751, -1.194], [5.442, -1.246, -0.685], [6.110, -2.484, -1.398], [5.440, -3.243, -2.636], [4.024, -2.698, -3.104], [3.392, -3.384, -4.215], [-2.271, 0.849, 3.166], [-0.995, 1.234, 4.078], [-1.551, 1.268, 5.631], [0.040, -0.006, 4.015], [-0.400, 2.581, 3.824], [0.881, 2.542, 3.509], [-1.214, 3.439, 2.904], [-0.232, 4.702, 2.501], [-2.480, 4.157, 3.675], [-1.625, 2.751, 1.500], [-2.180, -3.845, 3.574], [-5.812, -1.581, 1.715], [-4.855, -0.400, 2.781], [-3.311, -1.075, 0.192], [-4.961, -0.308, -0.134], [-3.660, 1.689, -0.049], [-4.425, 1.600, 1.647], [-1.219, -0.823, 1.005], [0.007, 0.636, 1.201], [-0.454, 1.623, -0.973], [-2.029, 0.656, -1.280], [-0.737, -1.119, -2.212], [0.290, -1.229, -0.634], [0.725, 0.691, -2.930], [1.144, -2.011, -2.785], [1.813, -0.923, -4.121], [3.468, 0.134, -0.700], [5.984, -0.738, 0.205], [7.136, -2.886, -1.031], [5.920, -4.139, -3.170], [3.716, -2.999, -5.080], [-2.591, -0.258, 3.353], [-3.167, 1.485, 3.569], [-2.482, 0.590, 5.705], [-1.727, 2.356, 5.961], [-0.725, 0.851, 6.344], [0.759, 0.001, 3.120], [0.642, -0.137, 5.001], [-0.612, -0.969, 3.894], [0.314, 5.142, 3.415], [0.532, 4.351, 1.699], [-0.865, 5.529, 1.979], [-2.041, 5.133, 4.146], [-3.282, 4.502, 2.925], [-2.879, 3.536, 4.555], [-0.746, 2.888, 0.760], [-2.499, 3.391, 1.066], [-2.269, 7.560, 1.593], [-2.056, 7.861, -0.151], [-2.566, 6.710, -0.994], [-1.556, 5.256, -0.812], [-0.998, 8.058, -0.336], [-2.617, 8.769, -0.385], [-2.542, 6.983, -2.051], [-3.593, 6.445, -0.734], [-0.311, -4.149, 0.150], [1.399, -4.614, -0.044], [1.801, -4.729, -1.502], [1.023, -6.115, -2.307], [1.558, -5.552, 0.492], [1.994, -3.838, 0.444], [2.880, -4.883, -1.579], [1.546, -3.825, -2.062], [4.213, -3.441, -7.207], [3.239, -4.922, -7.016], [4.072, -6.179, -7.177], [4.632, -6.404, -8.853], [2.421, -4.886, -7.739], [2.808, -4.890, -6.012], [3.472, -7.056, -6.924], [4.949, -6.167, -6.526]], "mulliken_charge": [-0.320, -0.314, -0.355, -0.543, -1.190, 2.936, -1.735, -0.211, -0.347, -0.325, -0.398, 0.518, -0.571, -0.510, -0.345, -0.401, 0.100, -0.247, -2.004, 0.830, -1.200, -1.000, 0.677, -0.599, 1.279, -0.787, -1.305, -1.603, 0.349, 0.348, 0.292, 0.287, 0.329, 0.441, 0.446, 0.402, 0.315, 0.230, 0.307, 0.198, 0.073, 0.291, 0.104, 0.322, 0.362, 0.320, 0.276, 0.329, 0.164, 0.263, 0.327, 0.205, 0.298, 0.363, 0.175, 0.424, 0.180, 0.451, 0.252, -0.195, 0.353, 0.218, 0.313, -0.046, 0.152, -0.158, -0.444, -0.556, -0.078, 0.311, 0.349, 0.339, 0.295, -0.169, -0.586, 0.502, -0.213, 0.445, 0.283, 0.187, -0.474, -0.260, -0.171, -0.459, -0.190, 0.366, 0.135, 0.323, 0.274], "energy_ev": -114101.0056, "multiplicity": 2, "s_squared": 0.7545, "gap_ev": [8.80, 8.88], "max_force_ev_per_a": 6.71}